[1]
Computed, not measured: a structure of composition C42H63N3OP2S3Ti, with the ωB97M-V functional and the def2-TZVPD basis.

Last column: Löwdin charge in e.
Cartesian coordinates (Å):
Ti1 0.89799 0.63420 0.60565  0.7871
C1 3.49822 -1.84297 -0.50390  -0.4705
C2 4.31548 -1.23393 0.61929  -0.4467
S1 3.27266 -0.26800 1.74481  0.9489
C3 4.23761 1.25010 1.94405  -0.4677
C4 4.49263 2.00949 0.65846  -0.4426
S2 2.96945 2.36312 -0.26791  0.9603
C5 3.48830 1.88990 -1.93155  -0.4422
C6 3.77475 0.40943 -2.08826  -0.4386
S3 2.46751 -0.65776 -1.40572  0.8869
H1 2.81020 -2.58740 -0.10674  0.0615
H2 4.14919 -2.36150 -1.20885  0.1082
H3 5.11069 -0.59420 0.24739  0.0697
H4 4.79119 -2.02595 1.19777  0.0978
H5 5.18228 1.00694 2.43299  0.1046
H6 3.66335 1.86328 2.63966  0.0687
H7 5.18211 1.47235 0.00937  0.0738
H8 4.96760 2.96088 0.90032  0.0994
H9 4.36638 2.47666 -2.20382  0.1104
H10 2.67441 2.20858 -2.58111  0.0506
H11 4.71124 0.14096 -1.60502  0.0708
H12 3.88007 0.17018 -3.14338  0.0669
C7 0.38385 -3.50570 -1.18754  -0.1137
C8 -0.06357 -2.48170 -0.13232  -0.5816
C9 -0.30697 -3.13259 1.21624  -0.1007
P1 -1.41020 -1.38357 -0.79967  1.1401
C10 -2.97991 -2.22237 -0.25153  -0.5497
C11 -4.19936 -1.36457 -0.62268  -0.0964
C12 -3.09843 -3.54840 -1.01505  -0.1085
C13 -1.43243 0.16206 0.28845  -0.3586
C14 -2.39636 0.21585 1.33514  -0.1084
C15 -3.10759 1.35384 1.58619  -0.0584
C16 -2.93805 2.49497 0.77217  -0.0239
C17 -1.97439 2.53212 -0.19285  -0.0091
C18 -1.15761 1.39116 -0.37763  -0.3905
N1 0.05772 1.37407 -1.01447  -0.0706
C19 0.31742 2.34424 -2.04860  -0.3210
C20 0.58794 3.66030 -1.67753  -0.0933
C21 0.92141 4.61320 -2.62518  -0.0470
C22 0.99070 4.24869 -3.96004  -0.0473
C23 0.69539 2.94601 -4.33181  -0.0817
C24 0.34046 1.96484 -3.40179  -0.3058
P2 -0.08620 0.23433 -3.90391  1.0767
C25 0.77558 0.07020 -5.53687  -0.5899
C26 0.33532 -1.25178 -6.16869  -0.1170
C27 2.28543 0.07946 -5.31666  -0.1264
C28 -1.85569 0.48004 -4.44825  -0.5430
C29 -2.66371 1.10359 -3.31285  -0.1269
C30 -2.06533 1.26441 -5.73874  -0.1013
H13 1.33098 -3.96396 -0.89233  0.0753
H14 0.50622 -3.04490 -2.16855  0.0667
H15 -0.32086 -4.32813 -1.27995  0.0678
H16 0.79120 -1.79055 -0.06651  -0.0090
H17 -0.66585 -2.40376 1.93559  0.0297
H18 0.60884 -3.58558 1.60905  0.0946
H19 -1.05143 -3.92677 1.12171  0.0875
H20 -2.98648 -2.43297 0.82337  0.0866
H21 -4.06844 -0.89920 -1.60189  0.0668
H22 -4.41523 -0.57775 0.09404  0.0631
H23 -5.08137 -2.00334 -0.68777  0.0861
H24 -3.18932 -3.35810 -2.08639  0.0886
H25 -4.00115 -4.06803 -0.69198  0.0885
H26 -2.26226 -4.22534 -0.86584  0.0455
H27 -2.61757 -0.69238 1.88002  0.0928
H28 -3.86838 1.36562 2.35434  0.1101
H29 -3.57189 3.35787 0.93182  0.1236
H30 -1.81286 3.41753 -0.78992  0.1219
H31 0.54243 3.93430 -0.63294  0.0941
H32 1.13169 5.62886 -2.31788  0.1184
H33 1.26442 4.97536 -4.71324  0.1171
H34 0.74810 2.68919 -5.38137  0.1028
H35 0.51501 0.87804 -6.22570  0.0888
H36 0.62454 -2.09733 -5.53978  0.0768
H37 0.81203 -1.37931 -7.14157  0.0883
H38 -0.74329 -1.29914 -6.32058  0.0649
H39 2.57232 -0.72592 -4.63449  0.0596
H40 2.62159 1.03403 -4.90062  0.0589
H41 2.81544 -0.07434 -6.25798  0.0907
H42 -2.21618 -0.54397 -4.59420  0.1014
H43 -2.37232 2.14540 -3.15919  0.0783
H44 -2.52696 0.56246 -2.37680  0.0114
H45 -3.72695 1.09689 -3.55952  0.0908
H46 -1.68013 2.28191 -5.64742  0.0754
H47 -3.13320 1.34356 -5.95217  0.0878
H48 -1.59703 0.79292 -6.60317  0.0663
C31 0.73554 2.34866 1.76576  -0.1482
H49 1.03669 3.28164 1.29807  0.0026
H50 1.28349 2.20768 2.69822  0.0098
H51 -0.33373 2.38383 2.00181  0.0409
C32 -0.60808 -0.87978 6.99251  0.0467
N2 0.10939 -0.42628 5.81049  -0.0326
N3 -0.34155 -0.67468 4.53622  0.0881
C33 0.55499 -0.14844 3.64086  -0.3499
O1 0.43643 -0.23559 2.36212  -0.2066
C34 1.57862 0.42860 4.41687  0.0340
C35 1.26446 0.24025 5.74544  -0.2259
C36 2.01726 0.63802 6.96491  0.0133
C37 -1.65473 -1.22609 4.37439  -0.2310
C38 -1.80618 -2.58062 4.12353  -0.0280
C39 -3.08545 -3.10785 4.01590  -0.0468
C40 -4.19136 -2.28909 4.20197  -0.0462
C41 -4.02491 -0.94339 4.50508  -0.0532
C42 -2.75139 -0.40368 4.58797  -0.0310
H52 -1.13000 -1.80579 6.76912  0.1030
H53 -1.32433 -0.13146 7.32900  0.1100
H54 0.11989 -1.07011 7.77587  0.1019
H55 2.46417 0.91057 4.05340  0.0779
H56 2.88356 1.23155 6.68580  0.0933
H57 2.36812 -0.23984 7.50939  0.1006
H58 1.39647 1.22990 7.63741  0.1010
H59 -0.93369 -3.21170 4.02316  0.1257
H60 -3.21758 -4.16149 3.81012  0.1195
H61 -5.18723 -2.70539 4.13230  0.1184
H62 -4.88939 -0.31599 4.67686  0.1189
H63 -2.60390 0.64637 4.80818  0.1323

## Properties
ΔE to the lowest compared entry with this formula, charge and spin: 1.1879 eV
Highest occupied orbital energy: -12.0 eV
Total charge: +2
M: 832.0 g/mol



[2]
Computed, not measured: a cluster of 17 separate species, C42H64Br2ClIN17 in total, with the ωB97M-V functional and the def2-TZVPD basis.

Last column: Löwdin charge in e.
Cartesian coordinates (Å):
C1 4.59086 -0.81438 1.68402  -0.1422
C2 3.08047 -0.21744 1.32683  -0.5702
Br1 1.73763 -1.56496 0.66100  0.6828
C3 2.74870 1.25075 1.47742  -0.5233
Br2 4.17984 2.52374 2.17736  0.6864
C4 1.28926 1.90079 1.11046  -0.2751
C5 0.74527 1.83861 -0.45659  -0.1378
C6 -0.88076 2.04324 -0.12283  -0.5610
Cl1 -1.79643 1.73733 -1.70735  0.6119
N1 -1.03595 1.09370 1.04364  -0.1644
C7 -2.30725 1.07834 1.86017  -0.2251
C8 -3.55376 0.24257 1.20541  -0.6653
C9 -3.16141 -1.19944 0.53680  -0.1840
I1 -4.89785 -0.24703 2.91940  0.7640
C10 -0.01259 1.59203 2.06927  -0.0763
H1 4.78190 -1.78068 1.01087  0.0651
H2 4.64704 -1.13547 2.80826  0.1039
H3 5.39445 -0.02504 1.35878  0.0689
H4 1.46782 3.06169 1.32485  0.1234
H5 0.89670 0.78414 -0.97267  0.0995
H6 1.25066 2.62431 -1.16272  0.1274
H7 -0.86388 3.15268 0.29980  0.1693
H8 -0.60648 0.20512 0.70596  0.1115
H9 -2.04067 0.72591 2.96774  0.1320
H10 -2.65915 2.21249 1.97008  0.1380
H11 -4.23360 0.90194 0.48675  0.1050
H12 -3.65729 -2.07444 1.17454  0.0112
H13 -2.01806 -1.44046 0.49144  0.0688
H14 -3.70247 -1.24231 -0.51849  0.1002
H15 0.15841 0.66798 2.76646  0.1607
H16 -0.48908 2.55276 2.57867  0.1719
C11 -5.32174 3.28268 6.06788  -0.0645
C12 -4.68019 3.59691 4.72616  -0.1964
N2 -4.14806 3.85744 3.61308  0.0794
H17 -6.40091 3.15657 5.94469  0.0837
H18 -4.89961 2.36024 6.47602  0.0764
H19 -5.13662 4.10023 6.77015  0.0839
C13 4.70644 -5.60024 0.59358  -0.1133
C14 5.83160 -4.58472 0.47832  -0.2026
N3 6.76502 -3.74238 0.38255  0.0747
H20 4.07196 -5.55623 -0.29590  0.0633
H21 5.12151 -6.60767 0.68555  0.0547
H22 4.09799 -5.38386 1.47607  0.0262
C15 -6.22479 -4.67179 3.61693  -0.0610
C16 -5.58324 -4.35756 2.27521  -0.1734
N4 -5.05111 -4.09704 1.16213  0.0979
H23 -7.30397 -4.79790 3.49374  0.0850
H24 -5.80267 -5.59423 4.02506  0.0826
H25 -6.03968 -3.85424 4.31919  0.0725
C17 4.56562 6.04729 1.40523  -0.1170
C18 5.22589 7.00572 0.42748  -0.2091
N5 5.77377 7.80072 -0.38356  0.0845
H26 4.80464 5.01517 1.13448  -0.0088
H27 4.92590 6.24214 2.41908  0.0833
H28 3.48036 6.17948 1.38142  0.0133
C19 2.21636 -2.29285 -2.85560  -0.1011
C20 2.73122 -3.70984 -3.04948  -0.2023
N6 3.15839 -4.88526 -3.21046  0.1002
H29 3.04720 -1.58387 -2.90807  0.0738
H30 1.49077 -2.04972 -3.63667  0.0771
H31 1.73225 -2.20249 -1.87923  -0.0334
C21 -6.70774 -3.76919 -1.68845  -0.0909
C22 -8.12972 -3.42192 -2.09822  -0.1989
N7 -9.30938 -3.13394 -2.43803  0.0965
H32 -6.56904 -3.57410 -0.62149  0.0269
H33 -6.51058 -4.82647 -1.88581  0.0779
H34 -5.99734 -3.16236 -2.25670  0.0518
C23 -9.83085 -0.37523 -4.58028  -0.1037
C24 -10.62900 0.89770 -4.81085  -0.2133
N8 -11.29123 1.95356 -5.00210  0.0707
H35 -10.16889 -0.86633 -3.66362  0.0496
H36 -9.96840 -1.05914 -5.42231  0.0754
H37 -8.76790 -0.13664 -4.48527  0.0094
C25 -4.53116 7.70736 2.93988  -0.1092
C26 -5.56298 8.26178 3.90865  -0.2144
N9 -6.41904 8.72167 4.71217  0.0744
H38 -4.83532 6.71366 2.59966  0.0580
H39 -4.44041 8.36819 2.07344  -0.0090
H40 -3.55849 7.63233 3.43394  0.0715
C27 6.73040 2.85152 -1.56991  -0.0620
C28 5.23562 2.67364 -1.78097  -0.2016
N10 3.99562 2.52625 -1.95607  0.0842
H41 7.16708 3.37916 -2.42232  0.0810
H42 6.91212 3.43147 -0.66090  0.0728
H43 7.21176 1.87460 -1.47122  0.0813
C29 0.60525 -6.47375 1.71844  -0.0654
C30 2.04813 -6.81185 2.05656  -0.1639
N11 3.24511 -7.09220 2.33696  0.1091
H44 0.38511 -5.44364 2.01191  0.0678
H45 0.43946 -6.58088 0.64294  0.0801
H46 -0.07044 -7.14811 2.25182  0.0793
C31 0.21348 7.49372 1.15307  -0.0605
C32 1.05967 6.63794 2.08158  -0.1882
N12 1.76174 5.92814 2.85181  0.0997
H47 0.11663 8.50339 1.56160  0.0847
H48 0.68384 7.55179 0.16765  0.0821
H49 -0.78276 7.05548 1.04686  0.0742
C33 6.73040 -8.89027 -1.18636  -0.1001
C34 5.23562 -9.06814 -1.39742  -0.2158
N13 3.99562 -9.21554 -1.57252  0.0783
H50 7.16708 -8.36263 -2.03877  0.0771
H51 6.91212 -8.31032 -0.27735  0.0667
H52 7.21176 -9.86719 -1.08767  0.0564
C35 -4.83116 -1.40699 -5.42237  -0.0708
C36 -5.86298 -0.85257 -4.45360  -0.1796
N14 -6.71904 -0.39268 -3.65007  0.1094
H53 -5.13532 -2.40069 -5.76258  0.0803
H54 -4.74041 -0.74615 -6.28881  0.0808
H55 -3.85849 -1.48201 -4.92831  0.0716
C37 10.13886 -10.98856 -2.50958  -0.0757
C38 10.05264 -9.91911 -1.43284  -0.2101
N15 9.98117 -9.03205 -0.53952  0.0990
H56 11.16081 -11.37236 -2.57284  0.0782
H57 9.46261 -11.81384 -2.27029  0.0767
H58 9.85652 -10.56617 -3.47792  0.0773
C39 -4.35452 12.42968 2.54041  -0.0621
C40 -4.17315 11.12204 1.78693  -0.1562
N16 -4.02256 10.03736 1.16181  0.0857
H59 -3.42211 12.70350 3.04174  0.0793
H60 -4.63162 13.22585 1.84400  0.0811
H61 -5.14342 12.32166 3.28994  0.0819
C41 6.11612 0.15202 -5.16991  -0.0817
C42 7.24128 1.16753 -5.28518  -0.2109
N17 8.17470 2.00988 -5.38094  0.0892
H62 5.48163 0.19602 -6.05940  0.0772
H63 6.53119 -0.85542 -5.07794  0.0783
H64 5.50767 0.36840 -4.28742  0.0546

## Properties
Highest occupied orbital energy: -11.7 eV
Total charge: +1
M: 1129.3 g/mol



What is the formula in the first record?
C42H63N3OP2S3Ti